# 1
{"formula": "C32H38N9O2PPbS3", "method": "the ωB97M-V functional and the def2-TZVPD basis", "spin_multiplicity": 2, "charge": -1, "lumo_ev": [1.56, 0.45], "symbols": ["Pb", "O", "C", "N", "C", "O", "C", "C", "C", "C", "C", "N", "C", "C", "C", "C", "C", "N", "H", "H", "H", "H", "H", "H", "H", "H", "S", "C", "C", "N", "C", "S", "C", "N", "N", "P", "N", "C", "C", "C", "C", "C", "N", "C", "C", "C", "C", "C", "N", "C", "C", "C", "C", "C", "H", "H", "H", "H", "H", "H", "H", "H", "H", "H", "H", "H", "H", "H", "H", "H", "H", "H", "H", "H", "H", "H", "H", "H", "H", "H", "H", "H", "H", "H", "S", "C"], "positions_angstrom": [[-0.732, 0.396, -0.155], [4.668, -1.688, 1.843], [3.628, -1.336, 1.365], [3.163, -0.010, 1.641], [3.212, 0.499, 2.987], [3.628, -0.083, 3.958], [2.580, 1.791, 2.885], [2.292, 2.754, 3.834], [1.655, 3.909, 3.446], [1.329, 4.094, 2.075], [1.650, 3.161, 1.147], [2.269, 2.002, 1.551], [2.773, -2.291, 0.573], [3.281, -3.572, 0.391], [2.531, -4.484, -0.332], [1.320, -4.077, -0.864], [0.886, -2.782, -0.608], [1.585, -1.916, 0.115], [2.575, 2.568, 4.862], [1.403, 4.671, 4.168], [0.816, 4.989, 1.756], [1.449, 3.244, 0.091], [4.238, -3.828, 0.820], [2.888, -5.496, -0.477], [0.700, -4.745, -1.447], [-0.065, -2.424, -1.000], [-3.211, 1.059, 0.689], [-3.678, -0.360, 1.587], [-5.007, -0.288, 2.131], [-6.070, -0.173, 2.561], [-2.935, -1.478, 1.811], [-1.278, -1.760, 1.340], [-3.554, -2.573, 2.503], [-4.061, -3.457, 3.042], [-1.195, -0.415, -2.094], [-1.687, -1.064, -3.376], [-1.938, -2.729, -3.263], [-2.416, -3.556, -4.357], [-3.905, -3.891, -4.230], [-4.203, -4.509, -2.863], [-3.698, -3.587, -1.753], [-2.211, -3.313, -1.953], [-3.046, -0.312, -4.038], [-3.980, 0.354, -3.136], [-4.358, 1.725, -3.686], [-4.971, 1.568, -5.078], [-4.007, 0.815, -5.998], [-3.591, -0.517, -5.368], [-0.653, -1.037, -4.724], [-0.361, 0.277, -5.307], [0.806, 0.985, -4.616], [2.055, 0.107, -4.650], [1.732, -1.235, -3.994], [0.534, -1.893, -4.681], [-1.852, -4.501, -4.346], [-2.207, -3.055, -5.303], [-4.194, -4.573, -5.035], [-4.491, -2.976, -4.341], [-3.690, -5.475, -2.785], [-5.274, -4.695, -2.754], [-3.865, -4.032, -0.769], [-4.233, -2.632, -1.787], [-1.654, -4.259, -1.859], [-1.851, -2.629, -1.190], [-3.513, 0.444, -2.159], [-4.898, -0.247, -3.024], [-3.454, 2.340, -3.740], [-5.062, 2.210, -3.005], [-5.223, 2.541, -5.508], [-5.901, 0.995, -4.990], [-3.119, 1.429, -6.171], [-4.476, 0.625, -6.968], [-2.846, -1.015, -5.989], [-4.485, -1.158, -5.324], [-1.253, 0.892, -5.225], [-0.127, 0.136, -6.372], [0.526, 1.159, -3.573], [0.988, 1.951, -5.096], [2.878, 0.595, -4.120], [2.371, -0.052, -5.689], [1.486, -1.063, -2.942], [2.594, -1.909, -4.039], [0.271, -2.815, -4.165], [0.807, -2.145, -5.715], [2.580, 0.940, -0.877], [2.643, 0.937, 0.766]], "atomic_forces_ev_per_a": [[-0.14, 0.13, 0.03], [0.10, 0.08, 0.02], [0.00, -0.14, -0.15], [-0.28, 0.36, 0.20], [-0.18, -0.35, -0.10], [0.05, 0.01, 0.05], [0.04, 0.17, -0.22], [0.01, -0.02, 0.16], [-0.01, 0.00, -0.07], [0.05, 0.02, 0.09], [-0.07, 0.05, -0.10], [-0.08, 0.01, 0.43], [-0.06, -0.13, -0.02], [0.14, 0.05, 0.03], [-0.10, 0.02, -0.06], [0.08, 0.02, 0.09], [-0.08, -0.02, -0.14], [0.10, 0.30, 0.00], [-0.03, -0.05, -0.03], [0.00, -0.02, 0.00], [0.02, -0.01, -0.04], [0.00, -0.07, -0.02], [0.00, 0.00, -0.02], [0.03, 0.01, -0.02], [0.02, 0.00, 0.00], [0.38, -0.06, 0.02], [-0.03, 0.00, 0.08], [0.00, -0.04, -0.07], [-0.17, -0.02, 0.02], [0.12, -0.03, -0.05], [-0.10, 0.07, -0.01], [-0.19, 0.07, 0.19], [-0.13, -0.05, 0.11], [0.13, 0.04, -0.06], [-0.15, -0.18, 0.12], [0.23, 0.05, -0.29], [-0.02, -0.06, 0.27], [-0.15, 0.11, 0.02], [0.08, -0.11, 0.09], [0.00, 0.18, -0.03], [0.08, -0.15, -0.09], [-0.14, 0.15, -0.05], [-0.05, 0.02, 0.11], [0.13, 0.09, -0.05], [-0.13, -0.15, -0.09], [0.16, 0.04, 0.01], [-0.10, -0.04, 0.09], [0.10, 0.13, -0.02], [-0.07, 0.03, -0.03], [0.09, -0.04, 0.23], [0.07, -0.13, -0.07], [-0.10, 0.00, 0.18], [-0.03, 0.07, -0.09], [0.01, 0.05, 0.05], [0.04, 0.01, -0.05], [0.04, -0.05, 0.00], [-0.02, 0.03, -0.01], [0.00, 0.01, -0.01], [-0.04, -0.03, 0.01], [0.00, -0.05, -0.01], [0.00, 0.05, 0.00], [-0.02, -0.02, 0.05], [-0.01, 0.01, -0.03], [-0.15, -0.03, 0.04], [-0.02, -0.02, 0.07], [0.03, -0.04, 0.01], [-0.02, 0.02, 0.02], [0.03, 0.02, 0.00], [-0.04, -0.02, 0.00], [-0.01, 0.04, -0.02], [-0.01, -0.01, -0.03], [0.03, 0.01, -0.01], [-0.02, 0.00, 0.00], [0.02, -0.04, -0.02], [-0.05, 0.00, -0.09], [-0.03, 0.01, -0.01], [-0.02, 0.07, -0.03], [-0.01, -0.01, 0.01], [0.03, -0.01, -0.07], [0.03, 0.01, 0.01], [0.01, -0.05, 0.00], [-0.02, -0.01, 0.03], [0.00, -0.04, -0.06], [-0.01, -0.01, -0.02], [0.35, -0.08, 0.05], [0.29, -0.21, -0.55]]}



# 2
{"formula": "C32H39BrN5ORhSSb", "method": "the ωB97M-V functional and the def2-TZVPD basis", "spin_multiplicity": 5, "charge": 1, "lumo_ev": [-2.99, -4.10], "symbols": ["Rh", "Br", "C", "C", "C", "C", "C", "C", "N", "N", "C", "C", "C", "C", "O", "C", "N", "C", "C", "C", "C", "H", "H", "H", "H", "H", "H", "H", "H", "H", "C", "C", "C", "C", "C", "C", "C", "H", "H", "H", "H", "H", "H", "H", "C", "C", "Sb", "C", "C", "C", "C", "H", "H", "H", "H", "H", "H", "H", "H", "H", "H", "H", "H", "H", "H", "H", "C", "N", "C", "C", "N", "C", "S", "H", "H", "H", "H", "H", "H", "H", "H"], "positions_angstrom": [[-0.055, -0.153, -0.783], [-4.994, -0.150, 9.102], [-3.329, 0.334, 8.369], [-3.290, 1.002, 7.150], [-2.067, 1.330, 6.595], [-0.868, 0.998, 7.259], [-0.936, 0.366, 8.512], [-2.160, 0.023, 9.054], [0.373, 1.241, 6.724], [0.441, 1.762, 5.536], [0.486, 0.981, 4.451], [0.421, -0.432, 4.493], [0.349, -1.190, 3.333], [0.307, -0.594, 2.069], [0.167, -1.287, 0.965], [0.452, 0.830, 2.001], [0.481, 1.381, 0.756], [0.714, 2.673, 0.633], [0.908, 3.518, 1.733], [0.829, 2.989, 2.994], [0.591, 1.615, 3.158], [-4.215, 1.270, 6.654], [-2.007, 1.866, 5.654], [-0.009, 0.138, 9.031], [-2.215, -0.489, 10.009], [0.435, -0.911, 5.466], [0.302, -2.276, 3.381], [0.744, 3.068, -0.377], [1.118, 4.570, 1.573], [0.962, 3.610, 3.875], [0.285, 1.157, -2.376], [-0.833, 0.491, -3.043], [-0.639, -0.740, -3.711], [-1.698, -1.391, -4.314], [-2.970, -0.821, -4.289], [-3.171, 0.415, -3.675], [-2.121, 1.058, -3.059], [0.102, 2.190, -2.098], [1.247, 1.027, -2.851], [0.361, -1.154, -3.769], [-1.537, -2.336, -4.818], [-3.801, -1.332, -4.763], [-4.156, 0.865, -3.678], [-2.269, 2.027, -2.592], [3.903, 1.485, -1.426], [3.928, 0.212, -0.571], [2.362, -1.127, -1.093], [2.770, -2.767, 0.202], [4.254, -3.114, 0.375], [2.964, -1.748, -3.049], [4.423, -2.224, -3.147], [4.698, 2.169, -1.122], [2.952, 2.017, -1.325], [4.054, 1.264, -2.488], [3.795, 0.437, 0.489], [4.869, -0.331, -0.681], [2.189, -3.608, -0.176], [2.320, -2.468, 1.146], [4.709, -3.494, -0.541], [4.359, -3.893, 1.135], [4.840, -2.256, 0.710], [2.789, -0.886, -3.697], [2.266, -2.533, -3.347], [5.129, -1.476, -2.774], [4.684, -2.424, -4.190], [4.586, -3.148, -2.591], [-3.032, 1.794, 1.094], [-3.052, 0.494, 1.739], [-3.295, 0.352, 3.184], [-3.098, -1.154, 3.426], [-2.803, -1.639, 2.069], [-2.757, -0.672, 1.159], [-2.459, -0.932, -0.510], [-3.731, 2.452, 1.609], [-3.340, 1.686, 0.057], [-2.038, 2.238, 1.125], [-4.306, 0.680, 3.423], [-2.592, 0.963, 3.752], [-3.991, -1.627, 3.827], [-2.270, -1.351, 4.100], [-2.513, -2.573, 1.846]], "atomic_forces_ev_per_a": [[-0.12, -0.24, 0.20], [-0.07, -0.01, 0.03], [0.05, 0.01, -0.02], [0.12, 0.04, -0.09], [-0.03, 0.01, -0.03], [-0.05, 0.11, -0.11], [0.07, -0.09, 0.11], [0.14, -0.04, 0.10], [-0.07, -0.26, 0.37], [0.01, 0.12, -0.42], [0.06, -0.13, 0.12], [0.01, 0.06, -0.08], [-0.02, -0.06, 0.10], [-0.07, -0.28, -0.25], [0.12, 0.22, 0.41], [0.07, 0.11, -0.05], [-0.01, 0.10, -0.15], [-0.05, 0.01, -0.08], [0.05, 0.13, -0.14], [-0.02, 0.01, 0.21], [-0.06, 0.08, 0.07], [0.05, -0.01, 0.01], [-0.05, -0.02, 0.14], [-0.15, 0.03, -0.08], [0.02, 0.09, -0.13], [-0.03, 0.00, -0.10], [0.00, 0.15, 0.03], [0.01, 0.00, 0.10], [-0.05, -0.15, 0.01], [-0.03, -0.08, -0.07], [-0.03, -0.36, 0.02], [0.18, 0.03, -0.17], [-0.03, 0.03, -0.01], [-0.08, 0.06, 0.02], [0.04, -0.02, 0.00], [-0.07, -0.10, -0.07], [0.04, 0.20, 0.07], [-0.02, -0.02, 0.07], [0.09, 0.05, -0.14], [-0.05, -0.02, 0.04], [0.00, 0.03, 0.01], [0.08, 0.05, 0.05], [0.06, -0.02, -0.01], [-0.02, -0.09, 0.02], [0.05, -0.06, 0.09], [-0.03, 0.18, -0.16], [-0.14, 0.16, 0.02], [0.23, -0.04, -0.09], [-0.16, -0.02, 0.04], [0.28, -0.05, 0.05], [-0.16, 0.09, -0.07], [-0.04, -0.03, -0.03], [0.08, -0.07, 0.00], [-0.03, 0.00, 0.11], [0.04, 0.03, -0.01], [-0.03, 0.09, 0.03], [0.02, -0.05, 0.04], [-0.03, -0.04, 0.05], [-0.05, 0.04, 0.07], [0.01, 0.04, -0.04], [-0.06, -0.05, -0.02], [0.01, -0.07, -0.04], [0.05, 0.02, -0.05], [-0.11, -0.07, -0.03], [-0.02, 0.02, 0.06], [-0.04, 0.08, -0.05], [-0.15, -0.18, 0.06], [0.13, 0.19, -0.04], [0.14, -0.03, -0.27], [0.00, -0.02, -0.31], [-0.06, -0.16, 0.34], [-0.06, 0.16, 0.13], [-0.03, 0.26, 0.12], [-0.01, -0.02, -0.01], [0.00, -0.02, -0.04], [0.08, 0.03, 0.05], [-0.07, 0.05, -0.01], [0.06, -0.04, -0.06], [-0.08, -0.04, -0.05], [0.12, -0.02, 0.03], [0.02, -0.06, -0.04]]}



Computed energy above the lowest of the compared OMol25 structures with the same formula, charge and spin (kcal per mole) in order:
0.0, 0.0